This record from the OMol25 dataset describes a structure of composition C24H25IrN5O3. The level of theory is ωB97M-V/def2-TZVPD.

Its total charge is +2. As for the energy relative to the best compared isomer or geometry (same formula, charge and spin): 0.164 eV. The value obtained for the highest occupied orbital energy (alpha / beta) is -0.523 / -0.523 hartree. As for the calculated total energy: -1532.8914 Ha. The multiplicity is 2. For the max |F|, the calculation gives 0.3 eV/A. The calculation puts the orbital gap (alpha / beta) at 6.52 / 4.43 eV.

```
58
Properties=species:S:1:pos:R:3:lowdin_charge:R:1
Ir 0.03786 -0.29848 0.36472 1.46
C -3.23878 -0.59532 -1.97948 -0.02
C -3.50357 -1.37864 -0.72322 -0.23
C -4.44411 -2.40333 -0.71118 -0.03
C -4.71578 -3.10089 0.45728 -0.04
C -4.05328 -2.78663 1.63475 -0.02
C -3.09210 -1.78312 1.67348 -0.21
C -2.41606 -1.41835 2.96411 -0.02
C -2.83105 -1.10827 0.47629 -0.25
N -1.81087 -0.09555 0.47217 -0.11
C -2.29685 1.27168 0.37941 -0.37
O -3.43312 1.57998 0.54678 0.20
C -1.18270 2.22764 0.05500 -0.15
C -1.27352 3.58174 -0.20868 0.07
C -0.11339 4.24699 -0.59756 0.03
C 1.08843 3.55736 -0.74866 0.07
C 1.09952 2.20560 -0.46330 -0.15
N -0.01302 1.61030 -0.04852 -0.05
C 2.23400 1.23508 -0.63751 -0.40
O 3.33142 1.54619 -1.01410 0.15
N 1.83979 -0.10066 -0.36002 -0.11
C 2.82694 -1.06540 -0.69131 -0.19
C 3.99481 -1.15942 0.12033 -0.09
C 4.18552 -0.32162 1.31698 0.02
C 5.03735 -2.08324 -0.24246 0.05
C 4.90216 -2.90304 -1.32014 0.00
C 3.72614 -2.81210 -2.08145 0.10
C 2.67392 -1.88988 -1.78316 -0.15
C 1.48591 -1.82937 -2.68815 0.00
H -3.54123 -1.16245 -2.85766 0.09
H -2.18277 -0.33902 -2.09278 0.07
H -3.81186 0.33393 -1.97857 0.10
H -4.97736 -2.63800 -1.62371 0.12
H -5.46109 -3.88497 0.45343 0.12
H -4.28538 -3.32310 2.54568 0.12
H -2.67120 -2.13821 3.73868 0.09
H -2.74348 -0.43437 3.30663 0.10
H -1.33014 -1.39557 2.87062 0.05
H -2.22542 4.08787 -0.12429 0.14
H -0.15080 5.30708 -0.80813 0.13
H 1.99111 4.04756 -1.08622 0.14
H 3.24268 -0.08668 1.80996 0.10
H 4.61168 0.63637 0.98150 0.13
H 4.89122 -0.76315 2.01677 0.11
H 5.92548 -2.09623 0.37586 0.14
H 5.67846 -3.60116 -1.59858 0.13
H 3.59829 -3.44106 -2.95442 0.14
H 1.45768 -2.67842 -3.36696 0.10
H 1.52853 -0.91736 -3.29099 0.11
H 0.55455 -1.79415 -2.12203 0.05
N -1.06764 -3.67888 -0.39293 0.24
C -0.00546 -3.44068 0.37492 -0.60
N 0.86291 -4.44295 0.61768 0.20
O 0.23978 -2.31070 0.87894 -0.18
H -1.28018 -4.60228 -0.73025 0.14
H -1.78528 -2.96810 -0.47180 0.08
H 0.59329 -5.39979 0.45584 0.13
H 1.53173 -4.28004 1.35230 0.13
```